[1]
Density functional theory data (ωB97M-V/def2-TZVPD) for a 10-piece molecular cluster, C9H34IN4O10 overall.

total charge = +1
LUMO = -4.93 eV
HOMO = -12.27 eV
HOMO-LUMO gap = 7.3 eV
2S+1 = 1

Each line ends with the natural charge from an NBO analysis.
Positions of all 58 atoms, in Å:
C  0.92657  2.34620  2.45981  -0.199
C  1.40764  1.79342  1.35229  -0.094
C  1.99218  0.77380  0.21941  -0.350
C  3.28524  0.03797  0.82502  -0.137
I  5.10484  0.62840  -0.28919  0.126
N  3.27732  -1.45981  0.83601  -0.695
C  1.98873  -2.06404  0.43876  0.736
N  1.35207  -2.99284  1.16125  -0.191
O  1.97245  -3.43944  2.29378  -0.457
N  1.38153  -1.55136  -0.84961  -0.637
C  0.86773  -0.16877  -0.44380  -0.075
C  -0.44440  -0.43164  0.46289  -0.444
C  -1.68613  0.46896  -0.09945  -0.410
C  -3.07963  -0.08503  0.56747  -0.235
N  -2.98252  -0.21987  2.06394  -0.919
H  0.70439  2.60103  3.57105  0.305
H  2.37290  1.48115  -0.62702  0.270
H  3.46087  0.39912  1.91878  0.270
H  3.95987  -1.80378  0.12995  0.427
H  0.43151  -3.38158  0.86055  0.450
H  1.47384  -2.97472  3.02533  0.502
H  2.23497  -1.32515  -1.42469  0.391
H  0.50619  0.35372  -1.41585  0.262
H  -0.28406  -0.33981  1.59718  0.245
H  -0.77241  -1.53874  0.27632  0.197
H  -1.77451  0.18162  -1.22956  0.211
H  -1.53142  1.59728  0.05530  0.238
H  -3.21062  -1.16961  0.15626  0.207
H  -4.00808  0.49756  0.21360  0.202
H  -2.63720  0.67392  2.47434  0.365
H  -3.95328  -0.36051  2.43491  0.403
O  1.01965  2.81148  -2.33730  -0.943
H  1.78447  3.24061  -1.92923  0.474
H  1.40836  2.19604  -2.97405  0.484
O  -0.42308  5.46439  -2.37055  -0.945
H  0.10685  5.92084  -1.70426  0.462
H  0.02642  4.61534  -2.48749  0.479
O  -4.65800  -0.15986  4.29991  -0.955
H  -4.18090  -0.88823  4.72007  0.477
H  -5.57605  -0.29450  4.57174  0.490
O  -0.97788  1.39887  4.74357  -0.949
H  -1.76683  0.87929  4.53868  0.478
H  -1.32820  2.26025  5.00827  0.478
O  -3.72511  -3.11928  1.47982  -0.936
H  -3.56101  -2.28310  1.94085  0.478
H  -2.91875  -3.62953  1.62626  0.456
O  -0.46203  -1.50180  -3.71773  -0.949
H  -0.88061  -0.62901  -3.73499  0.486
H  -0.02151  -1.53332  -2.85699  0.467
O  -1.03839  1.70201  -4.96062  -0.959
H  -1.93171  2.01848  -4.77027  0.481
H  -1.09419  1.37904  -5.86997  0.481
O  8.81236  0.04478  0.20991  -0.922
H  7.91956  0.36370  0.39743  0.457
H  8.76094  -0.27567  -0.70029  0.467
O  -2.92794  -2.77429  -5.30340  -0.947
H  -2.16392  -2.34347  -4.89688  0.477
H  -2.53914  -3.39049  -5.93752  0.468

=====

[2]
Density functional theory data (ωB97M-V/def2-TZVPD) for one molecule with the formula C7H17FN2O4S.

LUMO = 0.54 eV
HOMO = -9.74 eV
SMILES string = CCOCCN(C[C@@H](O)CN)S(=O)(=O)F
HOMO-LUMO gap = 10.3 eV
2S+1 = 1

Each line ends with the natural charge from an NBO analysis.
Positions of all 32 atoms, in Å:
C  1.29796  -2.93775  -1.05264  -0.639
C  0.09307  -2.04791  -1.34674  -0.065
O  0.48299  -0.98650  -2.21265  -0.541
C  -0.29820  0.17330  -2.11074  -0.065
C  0.27175  1.26797  -1.19298  -0.257
N  0.67701  0.80591  0.16311  -0.685
C  0.15402  1.67161  1.26000  -0.273
C  -1.33805  1.47852  1.60287  0.073
O  -2.16168  2.51420  1.08307  -0.703
C  -1.89161  0.09425  1.29626  -0.242
N  -1.32563  -0.87961  2.22086  -0.840
S  2.32922  0.77092  0.39152  2.532
O  2.89511  2.07957  0.37703  -0.908
O  2.61821  -0.15452  1.43096  -0.901
F  2.75515  0.10846  -0.94879  -0.465
H  2.09336  -2.70987  -1.76251  0.231
H  1.04136  -3.99331  -1.13770  0.212
H  1.69192  -2.75786  -0.05119  0.216
H  -0.31338  -1.63450  -0.41926  0.173
H  -0.70625  -2.62430  -1.83076  0.164
H  -1.31625  -0.08919  -1.80321  0.165
H  -0.37277  0.60472  -3.11362  0.196
H  1.09524  1.79463  -1.68297  0.221
H  -0.51319  2.01714  -1.06827  0.195
H  0.34196  2.72764  1.04539  0.221
H  0.72251  1.41515  2.15757  0.231
H  -1.40525  1.58947  2.68709  0.202
H  -2.22042  2.43944  0.12669  0.457
H  -2.97098  0.15289  1.45145  0.208
H  -1.72127  -0.16759  0.24668  0.157
H  -0.31668  -0.91618  2.13823  0.363
H  -1.68924  -1.80669  2.05526  0.365

=====

[3]
Density functional theory data (ωB97M-V/def2-TZVPD) for a 2-piece molecular cluster, C3H10NOS overall.

LUMO (alpha / beta) = 0.74 / -2.27 eV
HOMO (alpha / beta) = -9.12 / -9.11 eV
HOMO-LUMO gap (alpha / beta) = 9.9 / 6.8 eV
2S+1 = 2

Each line ends with the natural charge from an NBO analysis.
Positions of all 16 atoms, in Å:
C  2.30801  -0.90544  -0.33174  -0.629
C  2.20090  0.15871  -1.40433  -0.511
S  0.59633  -0.39298  -2.25373  0.056
H  3.07746  -0.52560  0.45196  0.223
H  1.38325  -1.28726  -0.00555  0.223
H  2.80761  -1.80204  -0.74151  0.212
H  3.10365  0.29743  -1.98084  0.225
H  1.86819  1.01899  -0.86895  0.215
H  -1.38413  -0.84064  -0.43324  0.456
N  -2.90534  0.69801  1.67454  -0.854
C  -1.93558  0.65533  0.58018  0.102
O  -2.28264  -0.68681  0.18290  -0.711
H  -2.71525  1.56771  2.17927  0.340
H  -2.96650  -0.07897  2.33531  0.379
H  -0.97278  0.85030  0.83240  0.127
H  -2.18318  1.27325  -0.21666  0.147

=====

[4]
Density functional theory data (ωB97M-V/def2-TZVPD) for a 2-piece molecular cluster, C3H6N2S3 overall.

LUMO = 0.56 eV
HOMO = -8.99 eV
SMILES string = Sc1nncs1.CS
HOMO-LUMO gap = 9.5 eV
2S+1 = 1

Each line ends with the natural charge from an NBO analysis.
Positions of all 14 atoms, in Å:
C  2.31160  1.94327  2.20009  -0.109
C  2.28293  0.61065  0.27348  -0.107
C  -2.85367  -0.90515  -1.56485  -0.717
N  1.39767  1.09617  2.21736  -0.238
N  1.32099  0.37888  1.06416  -0.309
S  3.40776  1.87325  0.80931  0.316
S  2.29065  -0.37673  -1.17593  0.085
S  -2.09908  -2.03827  -0.42484  -0.022
H  -3.15854  -2.50529  0.11730  0.104
H  2.60946  2.68739  2.91792  0.220
H  -3.01278  -0.00834  -1.11227  0.207
H  -3.66771  -1.24907  -2.06753  0.213
H  -1.98413  -0.65598  -2.34629  0.215
H  1.15486  -0.85079  -0.90790  0.141

=====

[5]
Density functional theory data (ωB97M-V/def2-TZVPD) for C25H18Cl3FN2O6Ru as an isolated structure.

total charge = -1
LUMO (alpha / beta) = 0.74 / 0.95 eV
HOMO (alpha / beta) = -5.58 / -5.60 eV
HOMO-LUMO gap (alpha / beta) = 6.3 / 6.6 eV
2S+1 = 2

Each line ends with the natural charge from an NBO analysis.
Positions of all 56 atoms, in Å:
Ru  -0.06874  -0.35643  0.36448  1.620
O  1.28689  1.80445  0.54838  -0.747
C  0.69847  2.84411  1.27946  0.031
C  -0.89783  2.48108  1.64963  0.813
O  -1.51714  3.41311  2.10574  -0.665
O  -1.18752  1.30658  1.43510  -0.743
C  1.29937  2.91875  2.64249  0.050
C  2.01053  1.82990  3.14437  -0.228
C  2.54469  1.88330  4.41783  -0.218
C  2.34973  3.00224  5.21194  -0.223
C  1.61364  4.07260  4.72584  -0.224
C  1.09173  4.03661  3.44673  -0.211
C  0.76585  4.09579  0.43357  0.041
C  1.98615  4.75956  0.33833  -0.217
C  2.15748  5.77960  -0.58001  -0.226
C  1.11111  6.15191  -1.40910  -0.223
C  -0.10761  5.50271  -1.31119  -0.199
C  -0.27587  4.46846  -0.40591  -0.209
H  0.93142  1.85332  -0.37001  0.531
H  2.12927  0.94501  2.53404  0.234
H  3.10197  1.03941  4.79914  0.205
H  2.76462  3.03970  6.21117  0.198
H  1.43747  4.93681  5.35184  0.202
H  0.50224  4.85728  3.06723  0.232
H  2.80516  4.45356  0.97351  0.214
H  3.11699  6.27221  -0.66465  0.201
H  1.24841  6.93985  -2.13782  0.202
H  -0.92454  5.78097  -1.96184  0.213
H  -1.21800  3.94649  -0.35844  0.240
O  -1.45543  -1.64177  -0.78600  -0.678
C  -1.22441  -2.76241  -1.33946  0.398
C  -2.28857  -3.71169  -1.40423  -0.267
C  -2.15825  -4.92621  -2.01823  -0.190
C  -0.95365  -5.27590  -2.62732  -0.281
C  0.10855  -4.40162  -2.57461  -0.169
C  0.02625  -3.15818  -1.93920  -0.163
C  1.20042  -2.32097  -1.87691  0.391
N  1.33815  -1.14588  -1.28013  -0.459
C  2.62195  -0.74162  -1.43381  -0.053
C  3.30002  -1.68026  -2.15218  -0.086
N  2.39852  -2.66743  -2.42588  -0.503
H  -3.21157  -3.42750  -0.92049  0.218
H  -2.98615  -5.62166  -2.02592  0.206
H  -0.84855  -6.22752  -3.12638  0.203
H  1.03974  -4.71128  -3.03336  0.177
H  2.96190  0.18650  -1.01572  0.235
H  4.31496  -1.73766  -2.48695  0.216
H  2.58617  -3.50647  -2.94378  0.419
F  0.95229  -1.59590  1.73456  -0.651
Cl  -0.77134  3.62415  -4.08342  -0.002
C  -1.42565  2.08709  -3.48925  -0.220
Cl  -2.01419  1.15424  -4.86469  0.012
Cl  -2.75727  2.41493  -2.38914  0.026
C  -0.20226  1.32428  -2.77394  0.776
O  0.59667  0.81339  -3.52522  -0.647
O  -0.23690  1.43253  -1.53772  -0.799

=====

[6]
Density functional theory data (ωB97M-V/def2-TZVPD) for one molecule with the formula C4H6N2.

LUMO (alpha / beta) = 0.32 / 0.26 eV
HOMO (alpha / beta) = -7.50 / -7.70 eV
HOMO-LUMO gap (alpha / beta) = 7.8 / 8.0 eV
2S+1 = 1

Each line ends with the natural charge from an NBO analysis.
Positions of all 12 atoms, in Å:
C  -1.85889  0.63649  0.52056  -0.359
C  -1.33898  -0.09484  -0.56730  -0.081
C  1.86852  -0.02476  0.15540  -0.360
C  1.07496  -1.05682  -0.59061  -0.080
N  0.65901  0.76153  0.09745  -0.278
N  0.02361  -0.16893  -0.66863  -0.181
H  -2.91280  1.03733  0.65458  0.203
H  -2.09822  -0.44766  -1.31864  0.230
H  2.02226  -0.27403  1.20362  0.238
H  2.73742  0.55448  -0.04962  0.238
H  1.28250  -1.94733  -1.09499  0.194
H  -1.45940  1.02453  1.65816  0.236

=====

no.,strongest force on any atom (eV Å⁻¹)
1,7.32
2,0.56
3,6.93
4,5.14
5,4.53
6,5.45